(1)
A cluster of 3 separate species, C4H11O3 in total in a non-equilibrium geometry, computed with ωB97M-V/def2-TZVPD.

Values from the calculation:
ΔE to the lowest compared entry with this formula, charge and spin in kcal per mole: 199.2
HOMO level in eV: -3.2
Electronic energy in Eh: -384.43614

```
! wB97M-V def2-TZVPD RIJCOSX def2/J DEFGRID3
* xyz -1 1
C -2.778 -1.248 -1.446
O -2.567 -2.124 -2.379
C -2.015 -1.343 -0.142
C -0.389 -0.667 -0.303
C 0.123 -0.110 0.867
O 2.401 1.166 0.692
H -3.811 -1.298 -0.976
H -2.760 -0.183 -1.803
H -1.936 -2.360 0.211
H -2.484 -0.647 0.548
H -0.586 -0.157 -1.200
H 0.005 -1.627 -0.564
H -0.416 0.754 1.263
H 0.173 -0.818 1.697
H 1.668 0.584 0.521
H 3.122 1.335 1.286
H 3.746 2.773 2.089
O 4.236 3.541 2.035
*
```

(2)
An isolated molecule of C4H8N2OS in a non-equilibrium geometry, computed with ωB97M-V/def2-TZVPD.

Values from the calculation:
ΔE to the lowest compared entry with this formula, charge and spin in kcal per mole: 25.6
Structure (SMILES): NCC1=NSC[C@@H]1O
HOMO level in eV: -8.8
Electronic energy in Eh: -740.12119

```
! wB97M-V def2-TZVPD RIJCOSX def2/J DEFGRID3
* xyz 0 1
C -1.295 -0.644 -0.870
C -0.033 0.013 -0.298
C 1.255 1.145 1.381
C 0.143 0.148 1.235
H -0.282 -0.711 -2.650
H -1.563 0.349 -2.646
H -2.207 -0.252 -0.419
H -1.255 -1.682 -0.536
H 0.870 2.192 1.424
H 1.847 0.992 2.326
H -0.841 0.441 1.721
H 1.067 -1.550 1.080
N -1.281 -0.579 -2.346
N 0.908 0.412 -1.032
O 0.424 -1.153 1.700
S 2.244 0.878 -0.070
*
```

(3)
A structure of composition C19H38N3O2PSiSn in a non-equilibrium geometry, computed with ωB97M-V/def2-TZVPD.

Values from the calculation:
HOMO level in eV: -5.6
Electronic energy in Eh: -1906.53424

```
! wB97M-V def2-TZVPD RIJCOSX def2/J DEFGRID3
* xyz 0 1
Sn -0.377 -0.409 -0.200
Si 0.033 -2.488 -1.598
P 0.540 1.195 -2.391
N -2.142 0.709 -0.084
H 2.899 0.793 0.346
C 0.885 3.002 -2.320
H 1.169 3.414 -3.312
H 1.711 3.198 -1.604
H -0.017 3.538 -1.959
C 1.962 0.568 -3.351
H 2.129 1.171 -4.251
H 1.785 -0.469 -3.649
H 2.872 0.604 -2.739
C -0.814 1.108 -3.607
H -0.612 1.727 -4.477
H -1.743 1.442 -3.149
H -0.956 0.085 -3.935
C 1.849 -3.046 -1.644
H 2.289 -3.079 -0.633
H 2.519 -2.447 -2.280
H 1.869 -4.078 -2.040
H -0.774 -3.526 -0.864
H -0.345 -2.161 -3.033
C -3.344 0.290 -0.425
C -5.715 0.831 -0.208
C -4.406 1.130 0.075
C -3.689 -0.875 -1.219
C -5.017 -1.151 -1.480
C -6.016 -0.308 -0.975
H -6.491 1.497 0.182
H -4.059 1.983 0.677
H -2.880 -1.510 -1.583
H -5.250 -2.030 -2.079
H -7.057 -0.527 -1.185
C 3.141 -0.030 0.948
O 2.002 -0.808 0.709
C 3.188 0.596 2.326
H 4.068 1.256 2.399
H 3.108 -0.138 3.142
H 2.286 1.210 2.391
C 4.516 -0.377 0.322
H 5.042 0.569 0.108
H 4.369 -0.917 -0.608
H 5.154 -0.982 0.983
C -1.375 1.574 2.767
N -0.851 0.571 3.690
C -0.573 1.014 5.039
C -0.630 -0.177 5.955
C 0.290 -1.270 5.485
N 0.211 -1.463 4.048
C 0.804 -2.677 3.551
C -0.391 -0.607 3.205
O -0.555 -0.868 1.956
H -0.574 2.021 2.138
H -1.844 2.391 3.352
H -2.123 1.118 2.096
H 0.423 1.494 5.074
H -1.324 1.770 5.296
H -1.664 -0.538 6.001
H -0.355 0.140 6.963
H 0.006 -2.206 5.975
H 1.325 -1.055 5.778
H 1.870 -2.712 3.805
H 0.319 -3.539 4.007
H 0.706 -2.753 2.474
*
```

(4)
A cluster of 3 separate species, C3H12O2S in total in a non-equilibrium geometry, computed with ωB97M-V/def2-TZVPD.

Values from the calculation:
ΔE to the lowest compared entry with this formula, charge and spin in kcal per mole: 47.9
Structure (SMILES): CCCS.O.O
HOMO level in eV: -9.5
Electronic energy in Eh: -670.08727

```
! wB97M-V def2-TZVPD RIJCOSX def2/J DEFGRID3
* xyz 0 1
C 0.704 0.394 -2.268
C 0.292 -0.679 -1.257
C 1.434 -0.755 -0.116
S 0.495 -1.170 1.275
H -0.175 0.600 -3.026
H 1.447 -0.018 -2.951
H 0.859 1.374 -1.813
H -0.819 -0.358 -0.919
H 0.297 -1.740 -1.632
H 2.125 0.062 0.117
H 1.938 -1.676 -0.549
H 1.241 -1.827 2.146
H -0.399 2.565 1.327
H 0.263 1.461 2.340
O 0.012 2.430 2.291
H -2.062 0.276 -0.962
H -3.154 0.603 -2.014
O -3.019 0.525 -1.120
*
```

(5)
An isolated molecule of C5H8N2 in a non-equilibrium geometry, computed with ωB97M-V/def2-TZVPD.

Values from the calculation:
ΔE to the lowest compared entry with this formula, charge and spin in kcal per mole: 34.4
Structure (SMILES): N#C[C@H](N)C1CC1
HOMO level in eV: -10.3
Electronic energy in Eh: -304.78061

```
! wB97M-V def2-TZVPD RIJCOSX def2/J DEFGRID3
* xyz 0 1
N 2.067 -0.661 -0.174
C 0.908 -0.043 0.440
C 0.960 1.423 0.721
N 0.745 2.554 0.847
C -0.297 -0.169 -0.479
C -1.592 0.497 -0.141
C -1.504 -1.009 -0.212
H 2.855 -0.740 0.458
H 2.374 -0.143 -0.991
H 0.732 -0.553 1.394
H -0.006 -0.087 -1.524
H -1.692 0.908 0.863
H -2.058 1.110 -0.907
H -1.910 -1.577 -1.044
H -1.581 -1.511 0.749
*
```

(6)
An isolated molecule of C19H20FN3O3, computed with ωB97M-V/def2-TZVPD.

Values from the calculation:
ΔE to the lowest compared entry with this formula, charge and spin in kcal per mole: 16.0
Structure (SMILES): COC(=O)c1ccccc1NC(=O)N1CCN(c2ccccc2F)CC1
HOMO level in eV: -7.9
Electronic energy in Eh: -1225.91557

```
! wB97M-V def2-TZVPD RIJCOSX def2/J DEFGRID3
* xyz 0 1
C -1.253 5.776 -0.382
H -1.019 5.515 0.653
H -1.171 6.849 -0.532
H -2.263 5.431 -0.610
O -0.316 5.182 -1.265
C -0.258 3.845 -1.249
O -0.978 3.191 -0.509
C 0.727 3.293 -2.186
C 1.506 4.169 -2.951
C 2.444 3.697 -3.840
C 2.622 2.325 -3.982
C 1.870 1.438 -3.243
C 0.911 1.896 -2.335
N 0.144 1.043 -1.576
C 0.108 -0.336 -1.597
O 0.750 -1.030 -2.362
N -0.735 -0.910 -0.690
C -1.522 -0.286 0.349
H -2.586 -0.327 0.083
C -1.286 -0.970 1.702
N -1.358 -2.421 1.598
C -0.547 -3.192 2.407
C -0.320 -2.837 3.746
C 0.452 -3.591 4.603
C 1.030 -4.765 4.156
C 0.819 -5.155 2.846
C 0.055 -4.385 1.989
H -0.059 -4.717 0.970
H 1.264 -6.066 2.475
H 1.632 -5.363 4.821
H 0.577 -3.251 5.620
F -0.897 -1.716 4.261
C -1.781 -2.883 0.300
H -1.814 -3.971 0.283
C -0.853 -2.361 -0.792
H -1.228 -2.626 -1.787
H 0.146 -2.800 -0.689
H -2.802 -2.526 0.128
H -0.296 -0.683 2.072
H -2.035 -0.599 2.412
H -1.258 0.764 0.472
H -0.508 1.542 -0.976
H 2.004 0.375 -3.355
H 3.356 1.946 -4.677
H 3.035 4.386 -4.423
H 1.356 5.230 -2.829
*
```

(7)
A structure of composition C10H24ClINP2STi in a non-equilibrium geometry, computed with ωB97M-V/def2-TZVPD.

Values from the calculation:
Expectation value of S²: 0.76
ΔE to the lowest compared entry with this formula, charge and spin in kcal per mole: 33.4
HOMO level (alpha / beta) in eV: -16.3 / -16.3
Electronic energy in Eh: -3137.88922

```
! wB97M-V def2-TZVPD RIJCOSX def2/J DEFGRID3
* xyz 2 2
C -0.543 0.050 -3.190
I -2.478 -0.204 -1.221
H 0.491 0.133 -3.484
H -1.032 0.973 -3.620
H -0.901 -0.846 -3.711
Ti 0.028 -0.024 -1.015
P 0.084 2.442 -0.437
C -1.539 3.273 -0.203
C 1.114 3.288 0.801
H 1.094 4.363 0.635
H 0.739 4.276 -1.857
H 2.153 2.927 0.707
H 1.741 2.819 -2.158
H -1.974 2.939 0.753
H 0.766 3.057 1.815
C 0.719 3.188 -1.969
H -1.396 4.351 -0.182
H 0.091 2.892 -2.820
H -2.211 2.983 -1.003
P 0.099 -2.412 -0.086
C -1.496 -3.225 0.306
C 0.749 -3.394 -1.466
H 2.176 -2.731 1.118
H 1.099 -4.154 1.223
H 0.784 -2.713 2.239
C 1.134 -3.073 1.258
H 1.747 -3.012 -1.738
H 0.825 -4.434 -1.144
H -1.319 -4.283 0.487
H -2.187 -3.082 -0.517
H 0.092 -3.300 -2.335
H -1.928 -2.767 1.210
Cl 2.173 -0.094 -1.844
S -1.300 0.286 3.650
C 0.488 0.286 3.743
C 1.063 0.204 2.493
N 0.112 0.147 1.453
C -1.139 0.165 1.932
H 1.030 0.350 4.691
H 2.104 0.181 2.226
H -2.042 0.121 1.336
*
```

(8)
A cluster of 12 separate species, C50H103NO11 in total in a non-equilibrium geometry, computed with ωB97M-V/def2-TZVPD.

Values from the calculation:
ΔE to the lowest compared entry with this formula, charge and spin in kcal per mole: 31.0
Structure (SMILES): CCN(CC)CC.C1CCOC1.C1CCOC1.C1CCOC1.C1CCOC1.C1CCOC1.C1CCOC1.C1CCOC1.C1CCOC1.C1CCOC1.C1CCOC1.C1CCOC1
HOMO level in eV: -8.6
Electronic energy in Eh: -2849.03196

```
! wB97M-V def2-TZVPD RIJCOSX def2/J DEFGRID3
* xyz 0 1
C -0.773 -2.419 6.473
C -0.779 -2.368 4.949
C -1.753 -3.434 4.486
O -1.587 -4.427 5.488
C -1.500 -3.739 6.756
H -1.409 -1.602 6.825
H 0.169 -2.372 7.013
H 0.241 -2.568 4.602
H -0.951 -1.351 4.583
H -1.651 -3.791 3.466
H -2.758 -3.000 4.628
H -0.995 -4.377 7.475
H -2.547 -3.605 7.044
C -0.956 -0.912 1.197
C 0.534 -0.875 0.845
C 0.423 -0.407 -0.627
O -0.735 -0.989 -1.125
C -1.627 -1.407 -0.106
H -1.341 0.088 1.417
H -1.201 -1.576 2.027
H 0.986 -1.866 0.781
H 1.155 -0.162 1.381
H 1.316 -0.717 -1.179
H 0.465 0.693 -0.655
H -1.621 -2.497 -0.029
H -2.622 -0.985 -0.232
C -2.759 2.530 -0.767
C -2.935 3.082 0.649
C -4.435 3.445 0.752
O -4.962 3.298 -0.592
C -4.165 2.359 -1.287
H -2.107 1.657 -0.823
H -2.259 3.304 -1.356
H -2.240 3.902 0.807
H -2.768 2.303 1.397
H -4.640 4.468 1.063
H -4.952 2.787 1.456
H -4.093 2.557 -2.354
H -4.444 1.314 -1.110
C 4.214 4.241 0.449
C 2.678 4.112 0.602
C 2.429 2.726 1.198
O 3.588 1.954 0.978
C 4.703 2.873 0.979
H 4.535 5.121 0.996
H 4.417 4.361 -0.616
H 2.089 4.130 -0.313
H 2.366 4.927 1.253
H 1.463 2.347 0.855
H 2.229 2.812 2.278
H 5.514 2.444 0.400
H 4.985 3.025 2.024
C 2.937 -1.470 4.430
C 4.311 -0.776 4.465
C 4.010 0.725 4.691
O 2.635 0.799 5.086
C 1.960 -0.292 4.490
H 2.762 -2.043 5.339
H 2.810 -2.087 3.543
H 4.960 -0.846 3.595
H 4.901 -1.049 5.341
H 4.099 1.269 3.742
H 4.711 1.222 5.357
H 1.602 0.140 3.542
H 1.108 -0.433 5.158
C 5.034 -1.319 -1.992
C 4.234 -1.977 -0.878
C 4.826 -1.234 0.327
O 6.164 -0.888 -0.030
C 6.437 -1.247 -1.406
H 4.742 -0.302 -2.259
H 4.965 -1.950 -2.884
H 4.522 -3.033 -0.941
H 3.148 -2.014 -0.956
H 4.842 -1.858 1.221
H 4.257 -0.313 0.463
H 6.951 -2.213 -1.425
H 7.087 -0.525 -1.895
C -0.092 -5.365 -0.570
C -1.577 -5.534 -0.842
C -1.791 -4.621 -2.031
O -0.637 -4.959 -2.824
C 0.493 -5.128 -1.992
H 0.291 -6.219 -0.009
H 0.096 -4.504 0.077
H -2.156 -5.277 0.049
H -1.747 -6.576 -1.110
H -1.686 -3.550 -1.828
H -2.691 -4.769 -2.624
H 1.073 -4.202 -1.900
H 1.194 -5.894 -2.315
C -4.814 -1.514 2.651
C -5.021 -0.378 1.654
C -6.399 0.125 2.031
O -6.307 0.119 3.465
C -5.386 -0.860 3.940
H -3.792 -1.873 2.749
H -5.469 -2.350 2.394
H -4.683 -0.567 0.635
H -4.317 0.413 1.960
H -7.093 -0.604 1.598
H -6.671 1.122 1.701
H -5.908 -1.571 4.575
H -4.547 -0.362 4.431
C 1.798 -2.652 -4.254
C 1.856 -1.920 -5.609
C 2.175 -3.063 -6.558
O 2.806 -4.064 -5.797
C 2.842 -3.742 -4.402
H 0.775 -3.033 -4.175
H 1.926 -1.982 -3.402
H 2.646 -1.166 -5.604
H 0.915 -1.419 -5.833
H 2.787 -2.681 -7.383
H 1.292 -3.466 -7.067
H 3.813 -3.270 -4.215
H 2.650 -4.612 -3.782
C -2.934 -1.460 -4.768
C -4.409 -1.512 -4.343
C -4.657 -0.333 -3.421
O -3.620 0.606 -3.820
C -2.467 -0.108 -4.246
H -2.941 -1.666 -5.834
H -2.393 -2.220 -4.201
H -4.722 -2.473 -3.930
H -5.048 -1.328 -5.211
H -4.501 -0.550 -2.359
H -5.566 0.237 -3.594
H -1.790 -0.213 -3.396
H -1.980 0.442 -5.054
C -1.196 1.805 5.914
C -2.696 2.078 5.771
C -2.740 3.170 4.703
O -1.469 3.156 4.040
C -0.668 2.084 4.524
H -0.887 0.825 6.283
H -0.700 2.506 6.593
H -3.043 2.522 6.706
H -3.220 1.149 5.562
H -2.845 4.160 5.141
H -3.546 2.911 4.010
H 0.398 2.298 4.450
H -0.836 1.227 3.849
C 3.070 2.470 -2.754
C 2.726 3.877 -3.296
N 1.659 3.805 -4.274
C 1.663 5.052 -5.067
C 2.526 4.815 -6.306
C 0.377 3.585 -3.572
C -0.812 3.426 -4.522
H 3.833 2.442 -1.976
H 3.242 1.779 -3.579
H 2.188 2.071 -2.241
H 2.474 4.564 -2.471
H 3.680 4.211 -3.713
H 0.645 5.285 -5.376
H 2.041 5.906 -4.491
H 2.663 5.791 -6.798
H 3.556 4.538 -6.088
H 2.005 4.166 -7.002
H 0.299 4.431 -2.869
H 0.435 2.678 -2.976
H -0.547 2.705 -5.298
H -1.188 4.275 -5.096
H -1.650 3.084 -3.912
*
```

(9)
A cluster of 2 separate species, C5H14S2 in total in a non-equilibrium geometry, computed with ωB97M-V/def2-TZVPD.

Values from the calculation:
ΔE to the lowest compared entry with this formula, charge and spin in kcal per mole: 21.6
Structure (SMILES): CCSC.CSC
HOMO level in eV: -8.4
Electronic energy in Eh: -995.23790

```
! wB97M-V def2-TZVPD RIJCOSX def2/J DEFGRID3
* xyz 0 1
C 2.296 -2.712 1.160
C 2.772 -3.124 -0.269
C -0.176 -1.407 0.927
S 1.558 -1.103 1.348
H 1.638 -3.521 1.494
H 3.146 -2.820 1.819
H 2.779 -2.327 -1.008
H 2.218 -3.990 -0.616
H -0.658 -0.555 1.380
H -0.377 -1.391 -0.150
H -0.487 -2.409 1.211
H 3.797 -3.492 -0.178
C -0.956 3.192 -0.211
C -1.898 1.068 -1.743
S -2.476 2.667 -1.075
H -0.144 2.920 -0.873
H -0.995 4.273 -0.144
H -0.883 2.703 0.752
H -2.754 0.395 -1.676
H -1.077 0.669 -1.161
H -1.715 1.241 -2.800
*
```

(10)
A structure of composition C8H19Br2NaO6 in a non-equilibrium geometry, computed with ωB97M-V/def2-TZVPD.

Values from the calculation:
HOMO level in eV: 0.0
Electronic energy in Eh: -6077.86299

```
! wB97M-V def2-TZVPD RIJCOSX def2/J DEFGRID3
* xyz -2 1
Na -0.085 0.177 0.580
C -2.983 -1.724 0.382
O -1.989 -1.460 1.255
H -3.724 -0.894 0.317
H -2.631 -1.930 -0.675
H -3.514 -2.680 0.639
C 2.661 -2.028 1.889
O 1.493 -1.389 2.087
H 3.385 -1.337 1.378
H 3.109 -2.412 2.836
H 2.622 -2.915 1.180
C -0.228 2.854 2.343
O -0.135 1.551 2.697
H -0.630 3.507 3.194
H 0.757 3.350 2.129
H -1.039 2.996 1.585
Br 1.204 -2.015 -1.353
C 0.058 -2.958 -0.055
C 0.474 -4.382 0.129
Br 0.331 -5.494 -1.471
H -0.892 -2.931 -0.583
H 0.019 -2.343 0.863
H -0.047 -4.858 0.957
H 1.518 -4.420 0.448
C -1.392 4.352 -0.810
O -0.387 4.033 -1.765
C -0.036 2.766 -1.906
O -0.422 1.835 -1.243
O 0.844 2.685 -2.908
C 1.508 1.443 -3.052
H -1.091 4.023 0.184
H -2.330 3.876 -1.102
H -1.529 5.430 -0.804
H 2.374 1.572 -3.699
H 0.884 0.693 -3.545
H 1.840 1.031 -2.099
*
```

(11)
A structure of composition C3H3AlO2 in a non-equilibrium geometry, computed with ωB97M-V/def2-TZVPD.

Values from the calculation:
Expectation value of S²: 0.75
ΔE to the lowest compared entry with this formula, charge and spin in kcal per mole: 0.0
HOMO level (alpha / beta) in eV: -13.5 / -13.0
Electronic energy in Eh: -508.67739

```
! wB97M-V def2-TZVPD RIJCOSX def2/J DEFGRID3
* xyz 1 2
C 1.106 0.430 -0.682
O -0.631 0.655 0.883
C 0.768 -0.842 -0.581
C 0.304 1.394 0.183
O 0.477 -1.977 -0.667
H 2.066 0.685 -1.132
H 1.004 1.916 0.867
H -0.142 2.165 -0.476
Al -2.073 0.050 0.765
*
```